A structure of composition C40H62ClFGeN5O2P3Y in a non-equilibrium geometry. Source: the OMol25 dataset; level of theory: ωB97M-V/def2-TZVPD.

Results
Spin multiplicity: 2
LUMO energy (alpha / beta): 0.0160 / -0.0651 Eh
Relative energy (zero: lowest compared OMol25 entry of this formula, charge and spin): 0.0 kcal/mol
Kohn-Sham gap (alpha / beta): 7.74 / 6.37 eV
E: -5685.2257 a.u.

CARTESIAN COORDINATES (ANGSTROEM)
Y -1.5028 1.6440 1.6809
C 1.9498 -0.7738 4.0019
C 1.2754 -1.4757 2.8027
C 1.5368 -2.9700 2.8107
P -0.5178 -1.0012 2.7581
C -1.1106 -2.3751 1.6727
N -0.4375 -2.2923 0.4143
Ge 0.2595 -0.6593 -0.3917
N 2.1016 0.0259 -0.3451
C 2.5079 1.1632 0.5125
P 1.2975 2.5415 0.4170
C 1.6359 3.1817 -1.3356
C 3.0777 3.1561 -1.7990
C 0.9642 4.5272 -1.4444
C 2.0230 3.7904 1.6587
C 2.0385 3.1269 3.0286
C 3.3691 4.4185 1.2575
C 2.9795 -1.0133 -0.2343
C 4.2205 -1.0016 0.3647
C 4.9898 -2.1546 0.4889
C 4.5909 -3.3476 -0.0774
C 3.3580 -3.3793 -0.7128
C 2.5873 -2.2368 -0.8214
N 1.3285 -2.1510 -1.4939
C 0.4978 -3.3113 -1.4836
C 0.3898 -4.2363 -2.5065
C -0.4252 -5.3763 -2.3477
C -1.1600 -5.5433 -1.2088
C -1.1492 -4.5651 -0.2048
C -0.3935 -3.4199 -0.4011
C 1.5097 -1.5584 -2.8143
C 2.6186 -1.8099 -3.6021
C 2.8157 -1.1149 -4.7580
C 1.7847 -0.2761 -5.1971
C 0.6439 -0.0985 -4.4073
C 0.4979 -0.6569 -3.1401
N -0.4408 -0.3514 -2.2005
C -1.5565 0.3837 -2.6096
P -2.6858 1.0352 -1.2827
C -3.4775 2.4257 -2.1999
C -3.9099 2.1342 -3.6693
C -2.5639 3.6438 -2.0321
C -3.9959 -0.2853 -0.9880
C -3.3378 -1.4858 -0.3325
C -4.8949 -0.7137 -2.1479
C -1.3304 -1.2233 4.4169
C -1.0308 -2.4961 5.2080
C -2.8557 -1.0596 4.2699
H 3.0337 -0.7325 3.8400
H 1.7436 -1.3131 4.9078
H 1.5163 0.2274 4.0846
H 1.7302 -1.0961 1.8690
H 1.2126 -3.5163 3.7093
H 2.6171 -3.1746 2.6757
H 1.0722 -3.4679 1.9760
H -2.1995 -2.2825 1.6379
H -0.8680 -3.3016 2.2486
H 3.4615 1.5242 0.2080
H 2.4968 0.8184 1.5334
H 1.0608 2.4805 -1.9598
H 3.7331 3.6822 -1.0445
H 3.0689 3.6532 -2.7471
H 3.4315 2.1330 -1.9217
H 1.6178 5.3038 -1.0451
H 0.0474 4.6618 -0.9112
H 0.7939 4.6738 -2.4727
H 1.2136 4.5446 1.6767
H 2.7900 2.3346 3.1267
H 1.1180 2.7692 3.3554
H 2.2430 3.8407 3.7657
H 4.2250 3.6326 1.2450
H 3.6559 5.1641 2.0152
H 3.4487 4.9307 0.3185
H 4.5765 -0.0686 0.8049
H 5.8853 -2.1163 1.0795
H 5.1453 -4.3067 0.0472
H 2.9194 -4.2910 -1.1678
H 1.0173 -4.0800 -3.3650
H -0.3798 -6.0832 -3.1382
H -1.7305 -6.4168 -1.1174
H -1.7675 -4.6003 0.6619
H 3.3944 -2.4928 -3.2514
H 3.7033 -1.3839 -5.3652
H 1.7759 0.1824 -6.1749
H -0.0945 0.6044 -4.7511
H -2.2194 -0.1872 -3.3432
H -1.2742 1.3181 -3.1431
H -4.4000 2.7766 -1.6689
H -3.0189 1.8971 -4.3089
H -4.4025 2.9866 -4.0831
H -4.5046 1.2617 -3.7098
H -1.5134 3.3587 -2.3037
H -2.5924 3.8106 -0.9730
H -2.9516 4.5162 -2.5325
H -4.6859 0.2062 -0.2999
H -2.9763 -2.2425 -1.0161
H -3.9544 -1.9893 0.4183
H -2.4212 -1.2035 0.1611
H -4.3910 -1.0980 -3.0013
H -5.5504 0.0986 -2.5114
H -5.5679 -1.4757 -1.7620
H -0.8831 -0.4086 4.9453
H -1.5179 -3.4026 4.8357
H -1.3731 -2.3523 6.2254
H 0.0305 -2.7746 5.2591
H -3.3184 -1.7960 3.5951
H -3.0388 -0.0303 3.9762
H -3.3374 -1.1467 5.2765
Cl -1.0071 2.2007 4.1567
O -4.9532 2.4872 0.9423
H -4.2200 3.0110 0.5978
H -4.5107 1.9782 1.6608
F -3.3209 0.6277 1.9299
O -1.0599 5.8239 1.6188
C -1.6269 4.7669 1.6171
N -2.2208 3.7596 1.5124

Mulliken population analysis, charges in e, atoms 1 to 2: atom 1 (Y): 0.706, atom 2 (C): -1.718